No. 1
A cluster of 7 separate species, C8H28FO6S2 in total, computed with ωB97M-V/def2-TZVPD.

Geometry (Å):
H (31.73922, 30.66309, 18.34094)
C (32.07701, 29.91392, 17.62488)
C (32.41311, 23.74394, 17.23664)
F (36.05174, 26.51737, 20.19978)
H (31.34520, 23.78902, 17.02301)
H (36.80967, 20.98251, 21.10483)
O (32.79150, 24.40759, 18.46803)
H (38.31009, 22.54179, 23.12323)
S (35.78108, 22.20106, 23.04659)
C (37.40364, 23.05312, 23.44725)
H (35.23526, 21.74786, 20.67495)
H (32.94339, 24.26768, 16.44127)
O (34.87516, 31.44893, 21.82341)
H (41.40264, 25.76829, 18.63076)
H (32.73643, 22.70411, 17.28477)
H (38.99734, 26.30918, 19.98780)
H (35.03650, 34.50479, 22.08575)
H (31.21926, 29.62081, 17.01952)
H (33.57188, 28.84560, 17.66334)
H (36.68305, 22.71507, 20.86015)
H (37.41884, 23.18657, 24.52894)
H (37.48395, 31.79809, 21.61897)
C (36.78933, 28.88697, 15.92087)
C (36.15681, 21.84336, 21.24914)
C (35.95570, 33.97581, 21.83406)
O (32.75984, 28.85612, 18.17529)
O (34.82149, 23.35208, 22.89883)
H (39.75369, 25.53053, 17.97089)
H (33.71856, 24.63329, 18.36212)
H (37.40795, 24.02413, 22.95208)
C (37.08308, 31.81732, 20.60554)
O (39.94813, 26.17873, 19.96381)
H (40.45115, 27.09274, 18.08648)
H (36.54030, 34.69397, 21.25909)
H (37.87101, 28.91957, 16.05130)
H (37.65605, 32.56468, 20.05666)
H (32.77754, 30.53253, 17.06393)
C (40.37959, 26.14423, 18.61875)
H (36.49587, 27.41821, 17.34958)
H (36.52249, 29.69264, 16.60482)
H (36.54844, 33.73512, 22.71657)
O (36.32251, 27.62977, 16.42938)
H (37.16677, 30.81209, 20.19251)
S (35.42497, 32.48422, 20.82168)
H (36.57630, 29.20212, 14.89941)

LUMO level, eV: 2.4
Charge: -1
HOMO, eV: -3.908

---

No. 2
A cluster of 11 separate species, C13H48O13 in total, computed with ωB97M-V/def2-TZVPD.

Geometry (Å):
H (-2.87632, -0.24121, -1.84352)
O (1.18681, 0.39553, -6.03583)
O (0.15245, 1.67260, -1.43858)
H (-0.08988, -2.30675, 0.77541)
H (3.02520, -4.23735, 0.36931)
C (2.06248, -0.33261, -5.18915)
H (-0.48894, 2.82839, 2.97549)
H (1.80830, -2.53114, -0.63080)
H (1.60756, -0.48223, -4.20821)
H (-0.36973, 1.12500, 2.48274)
O (-4.05472, 0.94887, -3.01297)
O (5.09781, 1.81095, -3.55295)
C (-2.89588, 0.11936, -2.87525)
H (-0.10658, -1.68223, 5.17023)
H (-3.18184, -2.07215, -0.26364)
H (3.00888, 0.19356, -5.05769)
H (3.28242, 2.01669, -2.54650)
H (-3.87717, 2.32733, 0.89416)
H (1.48079, 3.23929, -1.05743)
O (-3.27444, -0.54031, 1.06357)
H (1.56942, 0.20626, -1.39398)
C (-3.84292, -1.73928, 0.55378)
H (2.21512, -1.34936, -5.56539)
H (-2.34511, -2.62244, 2.61327)
H (2.85498, -0.04245, 3.61255)
C (1.18689, -1.65497, -0.82697)
H (-2.77511, 4.12684, -0.94193)
H (4.09564, 3.57804, -3.01390)
H (1.15479, 2.23372, 0.36490)
O (2.09730, -0.58069, -1.17024)
H (1.06454, -1.09218, 1.21927)
C (-0.33410, -2.00211, 4.15252)
H (4.43854, -4.06725, 1.45516)
H (3.79932, -2.69549, 0.60932)
H (-4.83679, -1.53620, 0.14326)
H (3.26794, 2.61743, -4.21454)
H (-2.74753, 1.98387, -0.41857)
O (2.59951, -3.33541, 2.18627)
C (-3.61518, 2.58125, -0.12710)
C (0.71298, 2.67298, -0.51754)
H (2.21156, 0.43820, 2.02874)
H (-0.42180, 0.31995, -0.34154)
H (-0.48281, -3.06796, 4.06875)
C (0.38237, -1.38971, 0.41306)
H (-1.95957, 0.67425, -3.03663)
H (-1.49362, -0.43138, 3.88565)
H (-0.10412, 3.35723, -0.26653)
O (-3.33219, 3.94822, -0.18560)
O (-0.83121, 1.49887, 4.52666)
C (3.49468, -3.60597, 1.13440)
C (3.87160, 2.53851, -3.29686)
H (3.94799, 0.58642, 2.37226)
C (2.94455, 0.68033, 2.80641)
H (-2.30303, -0.58999, 0.85277)
H (-4.58496, -2.50067, 2.40887)
H (5.33315, 1.91131, -4.47662)
H (-1.12963, 2.26447, 5.01648)
O (-2.73413, -3.33110, 2.04388)
C (-0.87777, 1.81355, 3.14729)
H (2.16145, -4.15959, 2.41193)
H (-4.47396, -3.66263, 1.03328)
O (-0.64454, -0.44552, 0.23299)
H (0.53991, -1.70435, 3.55558)
H (2.91937, 2.64931, 2.69123)
H (-2.91719, -0.74158, -3.54757)
H (-4.44296, 2.28195, -0.77112)
H (0.58170, -1.91285, -1.71061)
H (-0.18583, 2.16801, -2.18998)
O (2.71717, 1.99718, 3.36793)
H (-1.91994, 1.88824, 2.78742)
H (-4.22231, 1.06658, -3.95512)
H (1.34540, 0.12788, -6.94116)
C (-3.98060, -2.83859, 1.55695)
O (-1.46617, -1.36272, 3.63823)

LUMO level, eV: 0.1
SMILES: OCCO.OCCO.CO.CO.CO.CO.CO.CO.CO.CO.CO
HOMO, eV: -9.060

---

No. 3
A structure of composition C35H54BrN3OP2Pd, computed with ωB97M-V/def2-TZVPD.

Geometry (Å):
C (0.51183, -0.65853, 3.11115)
C (-1.31294, 3.43494, -1.68306)
C (-4.79766, 0.02428, 0.44859)
H (-0.08369, 1.58793, 4.15662)
C (1.84613, -0.63107, 3.54339)
H (-1.07363, -0.84465, -3.86048)
H (1.88452, 2.63776, -1.38466)
H (-0.43507, -3.81560, -3.24540)
H (-2.14177, -2.28179, 1.35248)
H (-2.58488, -3.17192, -1.55890)
H (-2.88912, 1.49476, -4.00444)
H (1.98836, 1.06327, 5.34598)
H (0.80084, -2.56626, -3.43112)
H (3.39404, 2.04600, -0.71320)
H (3.75941, 1.62600, -5.03504)
C (-3.60935, 0.86671, 2.33405)
P (-0.32448, -2.34067, -1.33963)
H (2.51111, 1.13261, -6.18531)
H (-3.19798, -1.20454, 7.29641)
C (0.60686, -3.54598, -0.33525)
H (1.14532, 0.98128, 6.90324)
H (-1.08589, 2.49370, -5.44665)
H (0.53101, 4.54510, -2.08009)
H (-2.59715, 2.66462, 0.59011)
C (-2.82677, -0.88698, 6.32177)
C (-1.19686, -1.92420, -4.00502)
H (3.13634, 0.31177, 0.54107)
H (5.46678, 0.69331, -1.80119)
C (-0.17699, 3.50377, -3.79829)
H (3.66578, -1.32827, -3.28836)
C (-1.35049, -0.59559, 6.42684)
N (-0.67549, -0.14143, 5.19962)
H (1.29379, 1.63785, -4.20092)
H (-2.24366, -2.16801, -3.79313)
C (-2.29607, 2.56530, -2.19868)
H (-5.12049, 0.01592, -0.58529)
H (-3.39334, 0.00118, 6.04472)
H (-3.00396, -1.67359, 5.59270)
C (-2.19787, 2.22282, -3.57922)
H (-1.01227, -2.13199, -5.06763)
C (-5.35891, -0.93826, 1.29848)
C (2.87303, 2.23576, -1.66385)
P (2.60070, 0.64770, -2.50108)
H (1.25330, -0.10290, -4.35197)
H (5.45110, 0.45494, -3.57094)
H (0.14363, -4.53641, -0.42747)
C (3.01073, 0.85406, -5.25304)
H (3.81583, -1.19931, -1.53750)
H (-2.91993, 1.53330, 2.82927)
H (0.44196, -3.25643, 0.71077)
H (-0.79067, -0.56478, 1.34521)
H (-1.30873, 3.66605, -0.62413)
C (-2.34698, -3.01671, 0.56992)
N (-5.11046, -0.98278, 2.60702)
H (-2.53391, -1.50887, -0.98289)
H (2.30233, -3.40772, -1.69198)
C (5.27239, -0.02329, -2.60334)
C (3.88456, -0.62097, -2.47373)
H (3.80560, 4.13853, -1.85967)
H (4.57940, 2.91566, -2.88632)
H (-6.05162, -1.70161, 0.91377)
C (-0.24183, -2.74253, -3.12451)
H (2.07323, -0.83251, 4.58763)
C (-3.22577, 1.93531, 0.08042)
C (-3.89200, 0.98220, 0.94858)
H (-0.92979, 1.86811, 5.66844)
C (1.14717, 1.45353, 5.91855)
H (1.31459, 2.52088, 6.06186)
H (-1.18622, 0.19481, 7.16134)
C (-0.25469, 3.90384, -2.46879)
H (5.98196, -0.84714, -2.50522)
H (2.98967, 3.60979, -3.31892)
C (2.09937, -3.59795, -0.63502)
C (2.85574, -0.36021, 2.62690)
C (-0.16502, 1.24095, 5.19252)
C (-3.25986, 1.92008, -1.29212)
H (3.91550, -0.40520, 2.88050)
C (0.22741, -0.51992, 1.74086)
C (3.62101, 3.26360, -2.48840)
H (-3.39964, -3.30088, 0.69171)
C (2.46006, -0.07043, 1.30968)
C (-1.17263, 2.72398, -4.38347)
C (-4.24950, -0.09567, 3.11280)
H (-4.07372, 1.37318, -1.78658)
H (2.50571, -4.58310, -0.38214)
H (-4.10222, -0.17878, 4.19599)
C (1.93625, 0.74652, -4.17698)
H (-0.82617, -1.49442, 6.78651)
C (-2.08295, -2.50119, -0.84264)
O (-1.34956, -1.93388, 3.92118)
H (3.51918, -0.10355, -5.40985)
N (1.21990, -0.30257, 0.86000)
H (2.65266, -2.85890, -0.04814)
C (-0.60107, -0.96508, 4.10041)
Br (1.35131, 4.04668, -4.87220)
Pd (0.95261, -0.41935, -1.34203)
H (-1.73825, -3.89600, 0.79686)

2S+1: 3
LUMO level (spin up / spin down), eV: -5.2 / -8.6
Charge: +2
HOMO (spin up / spin down), eV: -12.803 / -12.802
⟨S²⟩: 2.0054